Entry from the OMol25 dataset: 3 unconnected molecules or ions with the total composition C34H71NO4S in a non-equilibrium geometry (the ωB97M-V functional and the def2-TZVPD basis).

Output
- HOMO-LUMO gap (Eh) = 0.359
- charge = 0
- structure (SMILES) = CCCCCCCCCCCCC[C@@H]1C[C@](CC)(CCCS(=O)(=O)O)C(=O)N1.CCCCCC.CCCCCC
- highest occupied orbital energy (eV) = -9.3480

Bonds (Å) are listed after each position.
Geometry (Å):
1 C -8.841 -5.632 -6.268  C2 1.613, H29 1.129, H30 1.141, H31 1.130
2 C -8.564 -4.049 -6.139  C1 1.613, C3 1.598, H32 1.131, H33 1.143
3 C -8.934 -3.439 -4.709  C2 1.598, C4 1.618, H34 1.140, H35 1.142
4 C -7.717 -2.604 -4.047  C3 1.618, C5 1.607, H36 1.132, H37 1.136
5 C -6.980 -3.438 -2.888  C4 1.607, C6 1.600, H38 1.133, H39 1.145
6 C -6.141 -2.523 -1.878  C5 1.600, C7 1.600, H40 1.134, H41 1.139
7 C -4.756 -3.272 -1.594  C6 1.600, C8 1.606, H42 1.143, H43 1.142
8 C -4.458 -3.488 -0.031  C7 1.606, C9 1.608, H44 1.143, H45 1.141
9 C -3.809 -2.190 0.661  C8 1.608, C10 1.592, H46 1.137, H47 1.137
10 C -2.419 -1.756 0.020  C9 1.592, C11 1.594, H48 1.145, H49 1.134
11 C -1.242 -2.812 0.220  C10 1.594, C12 1.596, H50 1.133, H51 1.142
12 C -0.907 -3.123 1.749  C11 1.596, C13 1.597, H52 1.141, H53 1.136
13 C -0.018 -2.004 2.461  C12 1.597, C14 1.601, H54 1.141, H55 1.140
14 C 1.475 -1.915 1.890  C13 1.601, C15 1.611, N28 1.490, H56 1.142
15 C 2.633 -2.549 2.813  C14 1.611, C16 1.610, H57 1.134, H58 1.136
16 C 3.924 -1.598 2.669  C15 1.610, C17 1.594, C19 1.605, C26 1.619
17 C 4.786 -1.724 1.335  C16 1.594, C18 1.609, H59 1.132, H60 1.144
18 C 5.125 -3.239 0.914  C17 1.609, H61 1.143, H62 1.128, H63 1.141
19 C 4.673 -1.385 4.073  C16 1.605, C20 1.592, H64 1.144, H65 1.132
20 C 6.030 -2.203 4.223  C19 1.592, C21 1.592, H66 1.140, H67 1.145
21 C 7.322 -1.522 3.588  C20 1.592, S22 1.838, H68 1.141, H69 1.144
22 S 7.490 0.282 3.898  C21 1.838, O23 1.505, O24 1.500, O25 1.685
23 O 6.949 0.697 5.240  S22 1.505
24 O 8.911 0.737 3.748  S22 1.500
25 O 6.641 1.024 2.646  S22 1.685, H70 0.987
26 C 3.117 -0.223 2.392  C16 1.619, O27 1.240, N28 1.441
27 O 3.499 0.949 2.529  C26 1.240
28 N 1.765 -0.454 1.950  C14 1.490, C26 1.441, H71 1.021
29 H -9.657 -5.888 -7.005  C1 1.129
30 H -9.131 -5.987 -5.223  C1 1.141
31 H -7.879 -6.117 -6.610  C1 1.130
32 H -7.457 -3.895 -6.318  C2 1.131
33 H -9.117 -3.525 -6.991  C2 1.143
34 H -9.808 -2.727 -4.873  C3 1.140
35 H -9.331 -4.239 -3.996  C3 1.142
36 H -8.155 -1.625 -3.685  C4 1.132
37 H -6.992 -2.378 -4.892  C4 1.136
38 H -6.362 -4.228 -3.413  C5 1.133
39 H -7.808 -3.993 -2.325  C5 1.145
40 H -6.754 -2.334 -0.944  C6 1.134
41 H -5.940 -1.537 -2.413  C6 1.139
42 H -3.938 -2.662 -2.111  C7 1.143
43 H -4.696 -4.306 -2.074  C7 1.142
44 H -5.468 -3.672 0.471  C8 1.143
45 H -3.842 -4.428 0.165  C8 1.141
46 H -4.544 -1.335 0.508  C9 1.137
47 H -3.665 -2.369 1.775  C9 1.137
48 H -2.115 -0.774 0.525  C10 1.145
49 H -2.482 -1.525 -1.089  C10 1.134
50 H -1.442 -3.788 -0.321  C11 1.133
51 H -0.284 -2.388 -0.234  C11 1.142
52 H -0.330 -4.106 1.796  C12 1.141
53 H -1.833 -3.274 2.389  C12 1.136
54 H -0.559 -1.001 2.384  C13 1.141
55 H 0.043 -2.233 3.576  C13 1.140
56 H 1.651 -2.228 0.806  C14 1.142
57 H 2.697 -3.605 2.405  C15 1.134
58 H 2.279 -2.732 3.876  C15 1.136
59 H 5.740 -1.117 1.378  C17 1.132
60 H 4.161 -1.246 0.503  C17 1.144
61 H 6.233 -3.455 1.093  C18 1.143
62 H 4.549 -4.014 1.498  C18 1.128
63 H 4.929 -3.351 -0.205  C18 1.141
64 H 3.960 -1.809 4.861  C19 1.144
65 H 4.754 -0.280 4.304  C19 1.132
66 H 6.256 -2.517 5.296  C20 1.140
67 H 5.877 -3.186 3.657  C20 1.145
68 H 7.462 -1.735 2.476  C21 1.141
69 H 8.227 -2.009 4.088  C21 1.144
70 H 7.072 1.901 2.510  O25 0.987
71 H 1.401 0.134 1.199  N28 1.021
72 C 6.589 7.812 0.861  C73 1.523, H78 1.093, H79 1.093, H80 1.094
73 C 5.621 6.951 1.661  C72 1.523, C74 1.529, H81 1.094, H82 1.095
74 C 6.254 5.665 2.194  C73 1.529, C75 1.531, H83 1.095, H84 1.096
75 C 6.756 4.692 1.124  C74 1.531, C76 1.530, H85 1.097, H86 1.095
76 C 5.702 4.227 0.118  C75 1.530, C77 1.524, H87 1.095, H88 1.095
77 C 4.558 3.452 0.761  C76 1.524, H89 1.093, H90 1.093, H91 1.092
78 H 6.944 7.298 -0.035  C72 1.093
79 H 6.097 8.733 0.537  C72 1.093
80 H 7.457 8.090 1.465  C72 1.094
81 H 4.743 6.721 1.051  C73 1.094
82 H 5.260 7.536 2.513  C73 1.095
83 H 5.529 5.157 2.838  C74 1.095
84 H 7.097 5.928 2.844  C74 1.096
85 H 7.178 3.814 1.627  C75 1.097
86 H 7.586 5.150 0.575  C75 1.095
87 H 6.189 3.581 -0.619  C76 1.095
88 H 5.301 5.080 -0.438  C76 1.095
89 H 4.930 2.570 1.288  C77 1.093
90 H 3.857 3.112 -0.007  C77 1.093
91 H 3.999 4.066 1.469  C77 1.092
92 C -2.574 5.414 -1.813  C93 1.523, H98 1.093, H99 1.093, H100 1.094
93 C -3.529 4.530 -1.022  C92 1.523, C94 1.530, H101 1.094, H102 1.095
94 C -2.876 3.248 -0.501  C93 1.530, C95 1.531, H103 1.095, H104 1.096
95 C -2.359 2.294 -1.580  C94 1.531, C96 1.530, H105 1.096, H106 1.095
96 C -3.406 1.821 -2.590  C95 1.530, C97 1.523, H107 1.095, H108 1.094
97 C -4.537 1.023 -1.956  C96 1.523, H109 1.094, H110 1.093, H111 1.092
98 H -2.212 4.913 -2.714  C92 1.093
99 H -3.080 6.330 -2.128  C92 1.093
100 H -1.710 5.698 -1.206  C92 1.094
101 H -4.404 4.293 -1.634  C93 1.094
102 H -3.899 5.101 -0.164  C93 1.095
103 H -3.594 2.724 0.138  C94 1.095
104 H -2.037 3.518 0.151  C94 1.096
105 H -1.924 1.417 -1.086  C95 1.096
106 H -1.537 2.769 -2.124  C95 1.095
107 H -2.909 1.190 -3.334  C96 1.095
108 H -3.821 2.673 -3.139  C96 1.094
109 H -4.150 0.142 -1.437  C97 1.094
110 H -5.233 0.679 -2.727  C97 1.093
111 H -5.106 1.623 -1.242  C97 1.092